No. 1
A 7-piece molecular cluster, C42H105N7O14 overall. Source: the OMol25 dataset; level of theory: ωB97M-V/def2-TZVPD.

Properties
* structure (SMILES): COCCNCCOC.COCCNCCOC.COCCNCCOC.COCCNCCOC.COCCNCCOC.COCCNCCOC.COCCNCCOC
* HOMO: -0.311 hartree
* energy above the lowest of the compared OMol25 structures with the same formula, charge and spin: 0.139 eV
* largest force on an atom: 2.27 eV/A
* frontier orbital gap: 9.0 eV
* electronic energy: -84341.8335 eV

The geometry in XYZ format:
```
168
Properties=species:S:1:pos:R:3:forces:R:3
C 1.9722 -7.8070 8.2616 0.3 -0.4 0.4
O 1.7268 -7.2408 7.0009 0.0 -0.1 0.1
C 2.2933 -5.9525 6.9158 0.8 0.3 -0.4
C 2.0809 -5.4363 5.4902 -0.7 -0.7 0.1
N 0.7022 -5.5782 5.0599 -0.1 0.9 -0.6
C -0.2527 -4.8982 5.9333 0.1 -1.8 -0.4
C -1.5191 -4.6864 5.1007 1.3 1.9 -0.1
O -2.5887 -4.1220 5.8156 -0.5 -0.4 0.2
C -3.4449 -5.0438 6.4647 0.0 -0.1 -0.5
H 1.3320 -7.3416 9.0177 0.1 0.0 0.1
H 3.0290 -7.7353 8.5544 -0.1 0.4 0.0
H 1.8050 -8.8858 8.2655 -0.5 0.1 -0.4
H 3.3763 -6.0438 7.0805 0.0 0.1 0.1
H 1.9044 -5.2560 7.6713 -0.2 -0.2 0.1
H 2.7691 -6.0062 4.8660 -0.2 0.1 -0.3
H 2.2982 -4.3776 5.3593 0.5 0.0 0.4
H 0.3820 -6.4866 4.7677 0.3 -0.2 0.3
H 0.2129 -3.9587 6.2211 -0.3 0.1 0.2
H -0.4283 -5.5234 6.8222 -0.2 0.4 0.2
H -1.6985 -5.5123 4.4039 -0.6 -0.3 0.5
H -1.2038 -3.8578 4.4593 -0.3 -0.2 -0.3
H -4.0060 -5.6203 5.7176 0.2 -0.2 0.1
H -4.1855 -4.4836 7.0308 0.2 0.1 0.2
H -2.8834 -5.7158 7.1195 -0.1 0.0 0.1
C 0.8273 0.4497 5.6135 0.6 -0.9 0.0
O 1.8268 -0.3882 5.0311 0.0 0.3 -0.3
C 1.3535 -1.6733 4.7264 0.3 -0.8 0.1
C 0.3480 -1.7744 3.5970 0.4 0.1 0.1
N 0.9547 -1.1933 2.4204 0.4 -0.5 0.1
C 0.2508 -1.3807 1.1795 -0.7 0.8 -0.3
C -0.9152 -0.4158 0.9629 -0.7 -0.3 -0.9
O -0.3698 0.7617 0.3925 0.2 0.1 0.1
C -1.2343 1.8608 0.3052 -0.5 0.5 0.4
H 1.3860 1.1374 6.2425 -0.3 0.3 -0.1
H 0.1809 -0.1789 6.2354 -0.2 0.3 0.1
H 0.2348 0.9410 4.8392 0.0 0.2 0.1
H 1.0030 -2.1574 5.6484 -0.3 0.1 -0.1
H 2.1930 -2.2860 4.3808 0.3 0.3 0.2
H -0.6300 -1.3655 3.8942 -0.1 0.0 -0.2
H 0.2668 -2.8482 3.4094 -0.4 0.0 0.0
H 1.3141 -0.2644 2.5879 -0.2 0.1 -0.2
H -0.1392 -2.3947 1.0748 0.2 -0.1 0.4
H 0.9094 -1.2136 0.3224 0.2 -0.1 0.1
H -1.5341 -0.2147 1.8490 0.5 0.2 0.3
H -1.6447 -0.8492 0.2560 0.2 0.0 -0.1
H -1.9715 1.8533 -0.5110 0.2 -0.6 -0.1
H -0.6342 2.7617 0.1658 0.1 -0.1 0.1
H -1.8144 1.9658 1.2328 0.1 0.1 0.0
C -2.2358 -0.2223 -2.7695 -0.4 1.0 -0.1
O -3.6441 -0.0870 -2.6230 0.5 -0.4 -0.3
C -4.2404 0.8764 -3.4809 -0.6 1.5 1.2
C -5.2243 0.2457 -4.4345 1.1 -1.4 0.6
N -4.5451 -0.5018 -5.4976 -0.3 1.3 -0.6
C -5.5268 -1.1498 -6.3407 0.3 -1.0 0.3
C -4.9159 -2.0135 -7.4237 -0.8 0.5 -0.5
O -4.1630 -3.0709 -6.8918 0.0 0.0 -0.1
C -4.1750 -4.2213 -7.7133 0.3 -0.1 0.3
H -1.9688 -0.4859 -3.7974 0.2 -0.4 0.1
H -1.8731 -0.9132 -2.0129 -0.1 -0.3 -0.2
H -1.7638 0.7461 -2.5531 0.1 0.0 -0.1
H -3.5472 1.6212 -3.8897 0.4 -0.7 -0.5
H -4.7913 1.5443 -2.7982 -0.4 -0.3 -0.1
H -5.9457 0.9518 -4.8233 0.1 0.1 -0.1
H -5.7194 -0.5184 -3.8103 -0.6 0.4 0.0
H -3.8773 -1.1407 -5.0880 -0.2 -0.3 -0.1
H -6.1658 -0.4222 -6.8447 0.1 0.2 0.2
H -6.1919 -1.8012 -5.7420 -0.1 0.1 -0.1
H -4.3478 -1.3754 -8.1170 0.4 -0.2 0.2
H -5.7579 -2.3934 -8.0242 0.1 -0.2 0.1
H -5.1709 -4.6744 -7.7576 0.0 0.1 0.0
H -3.4877 -4.9196 -7.2367 -0.1 -0.1 -0.1
H -3.8275 -4.0261 -8.7341 0.0 0.1 0.0
C 4.1337 2.7594 -2.0845 0.0 0.1 0.5
O 2.9393 2.3732 -2.7095 -0.2 -0.1 0.1
C 2.3618 1.2533 -2.0647 0.0 -0.4 -0.5
C 1.0298 0.9294 -2.7289 0.7 0.6 1.1
N 1.2200 0.3111 -4.0208 -0.7 0.3 0.1
C 1.3481 -1.1409 -3.9488 1.2 0.5 0.1
C 1.3219 -1.7015 -5.3482 -0.6 -0.3 0.2
O -0.0265 -1.9267 -5.7307 0.0 0.2 0.1
C -0.1018 -2.6359 -6.9388 -0.1 -0.1 0.0
H 3.9369 3.0910 -1.0530 0.0 0.2 -0.1
H 4.5520 3.5795 -2.6612 0.1 0.0 0.0
H 4.8565 1.9402 -1.9757 0.0 0.0 -0.4
H 2.1687 1.4566 -1.0027 0.3 -0.1 0.0
H 3.0458 0.4024 -2.1907 0.0 0.0 0.4
H 0.5502 1.9117 -2.7141 -0.3 -0.2 -0.8
H 0.4508 0.3435 -2.0018 0.0 -0.3 -0.2
H 0.4931 0.5887 -4.6681 -0.1 -0.2 0.0
H 0.6820 -1.6317 -3.2267 -0.4 0.0 -0.4
H 2.3520 -1.3345 -3.5466 0.0 -0.1 0.0
H 1.8686 -2.6502 -5.4167 0.1 0.1 0.0
H 1.7678 -0.9569 -6.0165 0.2 -0.2 -0.1
H 0.4472 -3.5788 -6.8241 0.0 0.0 -0.3
H 0.2762 -2.0619 -7.7935 0.2 0.0 0.1
H -1.1446 -2.8533 -7.1417 -0.2 0.0 0.1
C 2.1445 2.9133 1.2866 0.5 0.2 0.3
O 1.5529 3.7097 2.2903 -0.3 0.2 -0.1
C 2.2309 3.6189 3.5526 0.0 0.2 -1.1
C 2.1829 4.9708 4.2145 -0.3 -0.5 1.0
N 2.9544 5.9900 3.5150 -0.7 -0.2 -0.3
C 2.3400 7.3232 3.5565 0.5 0.0 0.4
C 0.9277 7.4150 3.0103 0.5 1.0 -1.3
O -0.0521 7.2365 3.9906 0.0 0.2 0.1
C -1.3423 7.1832 3.4481 -0.6 -1.7 0.1
H 1.6014 3.0112 0.3498 -0.3 0.0 0.2
H 2.1804 1.8615 1.5926 0.0 0.0 -0.2
H 3.1693 3.2673 1.1037 0.0 -0.2 0.0
H 3.2576 3.3165 3.3156 0.1 -0.1 0.5
H 1.7050 2.8870 4.1692 0.3 -0.2 0.1
H 2.5548 4.8264 5.2385 0.2 0.2 -0.1
H 1.1153 5.1823 4.3607 0.1 0.4 -0.3
H 2.9066 5.7133 2.5361 0.2 0.1 0.0
H 3.0213 7.9586 2.9869 -0.3 0.1 -0.2
H 2.3645 7.7394 4.5678 0.0 -0.2 0.1
H 0.8658 6.7437 2.1352 -0.4 -0.5 0.5
H 0.7853 8.3992 2.5284 0.0 0.1 0.3
H -2.0231 6.9293 4.2621 0.0 0.4 0.1
H -1.3984 6.2983 2.7918 0.0 0.3 -0.2
H -1.7348 8.0430 2.8999 0.5 0.4 0.1
C 4.4826 -3.0481 6.5511 0.4 0.5 0.4
O 4.7774 -3.6321 5.3096 -0.1 0.1 -0.1
C 5.2221 -2.6582 4.3765 0.0 0.6 0.2
C 4.8778 -3.0972 2.9458 0.1 -0.1 0.0
N 4.2799 -2.0904 2.0778 0.1 0.0 0.1
C 5.0532 -0.8713 1.8302 -0.2 -0.8 0.4
C 5.7868 -0.8910 0.5011 0.3 1.6 -0.5
O 6.8122 0.1273 0.5463 0.0 -0.4 0.3
C 8.0492 -0.2287 -0.0100 0.3 0.0 -0.3
H 3.7535 -2.2310 6.4621 -0.2 -0.3 -0.1
H 5.3587 -2.5669 7.0128 0.1 -0.2 -0.1
H 4.1354 -3.8166 7.2370 -0.1 0.0 -0.1
H 6.2913 -2.4572 4.5339 0.0 -0.2 -0.1
H 4.7424 -1.6908 4.5978 -0.2 -0.1 -0.1
H 4.1313 -3.8915 3.0224 0.2 -0.1 0.1
H 5.7751 -3.5354 2.5009 -0.1 0.1 -0.3
H 3.3879 -1.8380 2.4882 -0.1 0.0 -0.3
H 5.7768 -0.6958 2.6361 0.0 0.3 -0.1
H 4.3185 -0.0664 1.8130 0.3 0.3 0.1
H 5.1207 -0.4916 -0.2725 -0.3 -0.7 -0.1
H 6.2104 -1.8419 0.1799 -0.1 -0.2 0.3
H 8.7806 -0.5862 0.7265 -0.2 0.0 0.2
H 8.4808 0.6579 -0.4787 0.0 0.0 0.0
H 7.9485 -1.0054 -0.7763 0.0 0.1 0.0
C -1.2243 3.9327 -3.4414 -0.3 0.3 0.1
O -2.3676 4.1058 -4.2496 0.1 -0.3 -0.1
C -3.3566 4.9488 -3.6920 0.3 0.0 -0.7
C -4.4821 5.0297 -4.7086 0.2 -0.1 -0.2
N -4.7902 3.7393 -5.3117 -0.6 0.4 0.7
C -5.6695 3.9327 -6.4595 1.2 0.1 -0.6
C -6.0192 2.5725 -7.0201 -0.7 0.2 0.4
O -6.7275 2.7218 -8.2296 0.2 -0.1 0.1
C -7.1859 1.4833 -8.7387 -0.1 0.6 0.4
H -0.4663 3.4683 -4.0652 0.1 0.0 0.1
H -1.4405 3.3050 -2.5680 0.0 -0.1 0.0
H -0.8644 4.9002 -3.0673 0.1 -0.1 -0.1
H -2.9143 5.9519 -3.6540 -0.2 0.1 0.7
H -3.6840 4.5740 -2.7176 0.0 0.1 0.1
H -4.1536 5.7381 -5.4884 -0.1 0.1 0.0
H -5.3759 5.4385 -4.2325 0.0 0.0 0.0
H -3.9097 3.3214 -5.5883 -0.1 -0.1 -0.2
H -5.1475 4.5687 -7.1962 -0.2 -0.2 -0.3
H -6.5727 4.4876 -6.2031 0.0 -0.2 0.3
H -6.6665 2.1420 -6.2406 -0.1 -0.3 -0.3
H -5.1505 1.9052 -7.1099 0.1 0.2 -0.2
H -6.3389 0.8656 -9.0509 -0.1 -0.1 -0.2
H -7.8527 1.7397 -9.5571 0.1 -0.3 -0.2
H -7.7614 0.9571 -7.9671 0.0 -0.1 -0.1
```
Forces are in eV/Å.

***

No. 2
A 11-piece molecular cluster, C42H108N10O4 overall. Source: the OMol25 dataset; level of theory: ωB97M-V/def2-TZVPD.

Properties
* HOMO: -0.436 hartree
* energy above the lowest of the compared OMol25 structures with the same formula, charge and spin: 0.000 eV
* largest force on an atom: 2.04 eV/A
* frontier orbital gap: 6.9 eV
* electronic energy: -68383.2673 eV
* charge: +2

The geometry in XYZ format:
```
164
Properties=species:S:1:pos:R:3:forces:R:3
N 2.4764 -1.4233 4.5454 0.7 -0.3 -0.5
H 3.2209 -0.8848 4.9885 -0.5 0.3 0.2
H 1.5215 -1.1374 4.7551 0.2 0.2 0.2
H 2.6506 -2.4031 4.7613 -0.3 0.1 0.1
H 2.5680 -1.2705 3.4987 0.0 -0.1 -0.7
N 3.9832 -4.0313 2.1138 -0.4 1.2 -0.4
H 3.7446 -4.2302 3.0776 -0.2 0.0 0.0
H 5.0597 -3.8657 2.0205 0.4 -1.1 -0.8
H 3.5887 -3.1115 1.7793 -0.3 0.4 0.6
H 3.5245 -4.6991 1.4972 0.6 -0.5 0.1
N -0.9796 1.5459 3.8295 0.6 -0.6 0.5
H -0.2149 0.9221 3.3948 0.2 0.4 -0.1
H -1.0312 1.2974 4.8175 -0.4 -0.2 -0.1
H -1.8815 1.3818 3.3620 -0.5 0.5 0.2
H -0.6886 2.5375 3.8893 -0.2 0.2 -0.2
N -0.2763 0.9602 -4.1074 1.0 -0.4 -0.7
H 0.1980 1.5771 -4.8091 -0.6 -0.1 -0.2
H -0.4195 1.3960 -3.1891 -0.2 0.0 0.2
H 0.4310 0.2406 -3.9145 -0.1 -0.1 0.4
H -1.1300 0.4694 -4.4710 -0.3 0.6 0.2
C 0.3168 0.8748 0.7455 1.1 -0.7 0.1
C 1.1226 0.1088 1.5783 -0.2 0.2 -0.8
C 2.1624 -0.8669 0.9740 -1.1 0.2 -1.4
O 2.9233 -1.5007 1.7650 0.3 -0.4 1.4
C 2.1201 -1.0879 -0.3965 0.8 0.1 1.8
C 1.2671 -0.3765 -1.2432 -0.1 -0.3 -1.4
C 0.3591 0.7156 -0.6621 -1.0 0.9 0.5
O -0.3808 1.4356 -1.3530 0.6 -0.6 -0.6
O 1.2338 -0.6584 -2.4500 -0.3 0.5 0.2
O 1.0417 0.1402 2.8394 0.2 -0.2 1.2
H -0.2954 1.6908 1.1022 -0.1 -0.1 0.2
H 2.7848 -1.8267 -0.8242 0.0 0.0 -0.1
C 0.5429 4.4008 2.4923 -0.4 -0.5 0.1
C 0.6147 4.8346 3.9514 0.2 0.7 0.0
N -0.4772 4.3945 4.8274 0.3 -1.3 -0.9
C -0.1488 4.6934 6.2244 -0.1 -1.3 -0.3
C 1.0562 3.8637 6.7112 -0.3 0.9 0.3
C -1.7690 4.9671 4.4378 0.1 1.2 0.7
C -2.9922 4.4520 5.1770 -0.3 0.3 0.0
H 1.1874 5.0431 1.8973 -0.2 0.0 -0.2
H -0.4834 4.3963 2.1207 0.1 0.5 -0.2
H 0.8777 3.3723 2.3210 0.2 0.0 0.3
H 1.5852 4.5006 4.3180 -0.2 -0.2 0.4
H 0.6644 5.9335 4.0389 0.0 0.0 -0.3
H 0.0314 5.7656 6.3722 -0.1 0.0 0.1
H -1.0202 4.3695 6.7881 0.0 0.3 0.2
H 1.9703 4.4147 6.4991 0.2 -0.3 0.1
H 0.9629 3.7654 7.7930 0.2 0.0 0.0
H 1.1159 2.8637 6.2831 -0.2 0.0 -0.2
H -1.9890 4.9623 3.3698 0.5 -0.5 -0.1
H -1.6867 6.0451 4.6714 -0.3 0.0 -0.1
H -2.9545 4.6386 6.2491 0.1 -0.1 0.0
H -3.2667 3.4085 5.0128 0.3 -0.1 -0.1
H -3.8185 5.0591 4.7992 -0.1 -0.1 0.1
C -3.7166 2.2342 -5.2334 -0.2 0.7 -0.2
C -3.7183 0.7339 -5.4598 0.0 -0.1 0.6
N -2.9338 -0.0465 -4.4877 0.8 0.6 -0.8
C -3.2662 0.2354 -3.1089 -0.6 0.1 1.0
C -4.6724 -0.1672 -2.6551 0.1 -0.2 0.9
C -2.9220 -1.4590 -4.8689 0.5 0.0 0.5
C -1.8586 -2.2675 -4.0920 -1.2 0.3 -0.3
H -4.1917 2.6882 -6.1063 -0.1 0.0 0.1
H -2.7269 2.6987 -5.1881 0.2 -0.4 0.0
H -4.2479 2.6146 -4.3597 -0.1 -0.3 0.0
H -4.7309 0.3087 -5.4363 -0.2 0.4 -0.4
H -3.3033 0.5932 -6.4582 0.0 -0.4 0.1
H -2.4902 -0.1164 -2.4187 -0.1 -0.7 -0.3
H -3.2337 1.2977 -2.8382 0.3 0.2 -0.9
H -5.4281 0.5192 -3.0356 -0.1 -0.2 -0.2
H -4.9705 -1.2034 -2.8223 0.1 0.0 -0.4
H -4.6829 -0.0719 -1.5635 -0.1 0.1 0.0
H -2.6553 -1.5082 -5.9258 -0.1 0.2 -0.1
H -3.9142 -1.9180 -4.7663 0.0 0.0 0.0
H -1.6540 -3.1410 -4.7082 0.4 -0.1 0.3
H -2.2625 -2.5812 -3.1299 0.1 -0.1 0.0
H -0.9782 -1.6606 -3.9032 0.3 -0.2 -0.1
C -4.0847 -4.3257 0.1808 -0.6 -1.0 -0.4
C -2.8295 -3.7723 -0.4949 -1.2 1.1 0.8
N -1.7469 -3.5380 0.4486 0.8 -0.8 0.3
C -0.5780 -2.9966 -0.2345 -1.0 0.1 -1.6
C 0.1311 -3.9606 -1.1877 0.5 0.2 0.5
C -2.1369 -2.7025 1.5635 -0.3 -0.9 0.9
C -1.1361 -2.8301 2.7334 -0.1 0.9 -1.1
H -4.7994 -3.6121 0.5914 0.4 0.4 0.1
H -3.8790 -5.0770 0.9457 0.2 0.1 0.0
H -4.6874 -4.8566 -0.5637 0.1 0.0 -0.1
H -2.5631 -4.4005 -1.3379 0.4 -0.1 0.2
H -3.1452 -2.7937 -0.9118 0.2 0.0 -0.3
H -0.9950 -2.1767 -0.8586 0.4 0.3 0.0
H 0.1922 -2.5459 0.3806 -0.3 -0.1 0.5
H -0.5067 -4.5393 -1.8499 -0.1 0.1 0.0
H 0.8133 -3.3600 -1.7937 0.0 -0.1 -0.1
H 0.7485 -4.6579 -0.6136 -0.1 -0.1 0.0
H -3.0426 -3.1015 2.0270 -0.3 0.1 -0.6
H -2.3624 -1.6699 1.2473 0.3 0.1 0.1
H -0.1937 -2.3980 2.3869 0.2 -0.1 0.5
H -1.0123 -3.8810 2.9807 0.0 0.0 0.0
H -1.5294 -2.2723 3.5865 0.2 0.0 0.1
C -4.4755 0.0062 4.5597 0.0 -0.3 0.7
C -4.2981 0.1214 3.0452 0.8 0.5 1.2
N -3.9466 1.4934 2.6590 0.7 0.0 0.6
C -5.0123 2.4419 2.9853 -0.5 0.2 -1.0
C -6.3029 2.2295 2.1888 -0.6 0.9 -0.8
C -3.4660 1.5209 1.2720 -0.6 0.3 0.1
C -3.0388 2.8985 0.7838 -0.4 -0.7 -0.8
H -3.7250 0.5701 5.1265 0.0 0.4 -0.4
H -4.2770 -1.0101 4.9130 -0.4 -0.2 -0.3
H -5.4485 0.3018 4.9503 0.0 0.0 -0.2
H -3.3966 -0.4713 2.8706 -0.3 -0.3 -0.7
H -5.1778 -0.2589 2.5187 0.1 -0.2 -0.2
H -4.7164 3.4577 2.7208 0.5 -0.1 0.2
H -5.2051 2.4576 4.0551 0.0 -0.2 0.0
H -6.8419 3.1819 2.1104 -0.2 -0.1 0.8
H -7.0079 1.4675 2.5125 0.2 -0.1 0.2
H -6.1485 2.1225 1.1081 0.5 -0.6 0.2
H -2.6275 0.8208 1.2144 -0.1 -0.1 -0.2
H -4.2851 1.1808 0.6223 0.3 -0.3 -0.2
H -2.6903 2.7971 -0.2474 0.4 -0.2 0.1
H -3.9248 3.5196 0.6425 0.2 0.4 0.6
H -2.2342 3.3112 1.3893 -0.2 0.4 0.1
C 3.0599 1.0043 -5.3810 -0.2 -1.0 0.1
C 2.5111 2.2290 -6.1065 0.9 -0.5 1.1
N 1.0682 2.1522 -6.3864 0.9 0.7 -0.2
C 0.8673 1.3812 -7.6080 -1.3 -1.0 -0.4
C -0.6181 1.0773 -7.8255 -0.6 0.4 -0.2
C 0.6060 3.5555 -6.5325 0.0 0.2 -0.2
C 0.1875 4.2110 -5.1947 0.9 0.1 -0.8
H 3.0191 0.1127 -6.0135 0.1 0.1 -0.1
H 2.5171 0.7221 -4.4737 -0.2 0.3 0.0
H 4.0937 1.0930 -5.0452 0.1 0.4 -0.3
H 2.7363 3.0816 -5.4616 -0.4 0.1 -0.1
H 3.1256 2.3732 -7.0040 -0.3 0.1 -0.2
H 1.3286 1.8314 -8.4945 -0.1 0.3 0.1
H 1.2670 0.3651 -7.5519 0.7 0.3 0.5
H -1.1035 0.7770 -6.8931 0.2 0.0 0.1
H -1.2036 1.9240 -8.1931 0.1 0.0 0.0
H -0.7880 0.2589 -8.5258 0.2 0.1 -0.1
H -0.2005 3.6229 -7.2616 -0.1 -0.2 0.1
H 1.4156 4.1550 -6.9618 0.0 -0.1 -0.1
H 0.5425 3.6110 -4.3580 -0.5 -0.1 0.2
H -0.8725 4.4421 -5.2210 -0.1 -0.2 0.6
H 0.7519 5.1385 -5.0898 -0.3 0.2 0.0
C 8.3777 -4.4814 -0.2795 1.1 -0.8 0.0
C 6.9333 -4.2807 0.1484 -0.1 0.5 0.2
N 6.7108 -3.9852 1.5750 -0.1 0.2 2.0
C 7.2849 -2.7008 2.0165 0.9 0.6 -0.5
C 6.3617 -1.5251 1.7230 -0.1 0.1 0.5
C 7.1868 -5.0536 2.4977 0.5 -0.4 -0.9
C 6.4083 -6.3645 2.3290 0.2 -0.1 -0.2
H 9.1024 -4.3612 0.5303 -0.2 0.2 0.1
H 8.7658 -3.8677 -1.0910 -0.5 0.3 0.0
H 8.5487 -5.5063 -0.6185 -0.1 0.0 0.0
H 6.4997 -3.4341 -0.3865 -0.1 -0.2 -0.2
H 6.3552 -5.1799 -0.0583 -0.1 0.1 -0.3
H 7.5935 -2.6870 3.0647 -0.7 -0.4 0.2
H 8.2842 -2.5294 1.5891 -0.3 -0.1 -0.6
H 5.7863 -1.6623 0.8082 0.2 0.2 -0.2
H 5.6162 -1.3773 2.5114 0.0 -0.2 0.0
H 6.9341 -0.5983 1.7027 -0.1 0.0 -0.3
H 7.1839 -4.6944 3.5246 -0.4 0.1 0.0
H 8.2471 -5.2308 2.2847 0.0 -0.1 0.1
H 5.5873 -6.2588 1.6184 -0.2 0.1 0.2
H 6.0395 -6.7371 3.2826 -0.1 -0.1 -0.1
H 7.0257 -7.1422 1.8798 0.1 0.0 0.2
```
Forces are in eV/Å.